Record 1
The following is a quantum chemistry calculation of a molecular structure, C29H34ClI2N4O2PbS2, from the OMol25 dataset.

Each line ends with the Mulliken charge.
CARTESIAN COORDINATES (ANGSTROEM)
1 Pb -0.404 -0.906 -0.420  1.81
2 I -3.590 2.109 -0.634  0.12
3 I -4.802 -0.645 -2.527  0.07
4 Cl -5.290 -0.535 5.453  -0.22
5 S 2.759 -0.343 -2.178  0.25
6 S 0.937 6.813 0.067  -0.33
7 O -0.999 -1.311 -3.297  0.07
8 O -2.406 -1.240 0.406  -0.63
9 N -0.017 1.600 0.291  0.49
10 N 1.652 -2.487 0.394  -0.25
11 N 0.415 6.067 2.531  -0.34
12 N 0.006 -1.035 1.988  0.21
13 C -2.305 -0.928 2.788  0.32
14 C 3.529 -2.199 1.901  1.50
15 C -5.092 -0.960 2.779  -0.61
16 C 2.393 -3.267 -0.351  -0.15
17 C 0.576 5.734 1.241  0.08
18 C 4.289 -3.066 1.080  -0.88
19 C -1.282 -2.584 -3.858  -0.34
20 C -1.641 -3.525 -2.732  -0.89
21 C 3.723 -3.612 -0.033  -0.84
22 C -1.035 1.036 -3.776  -0.68
23 C 1.365 -1.151 2.360  -0.57
24 C -0.607 -0.331 -4.254  -0.25
25 C 3.934 0.389 -1.027  -0.87
26 C -0.648 2.152 1.328  -1.10
27 C 2.190 -1.967 1.532  0.24
28 C 0.369 4.281 0.935  1.00
29 C 3.475 0.193 -3.742  -1.14
30 C 4.058 -1.564 3.050  -0.86
31 C 1.022 3.703 -0.148  -0.95
32 C -2.992 -1.098 1.561  0.31
33 C 3.271 -0.731 3.790  -1.11
34 C -0.880 -1.013 2.926  -0.44
35 C -5.267 1.152 -1.514  -0.98
36 C 1.919 -0.523 3.445  -0.11
37 C -3.034 -0.773 3.989  -1.17
38 C -4.399 -0.763 3.983  -0.04
39 C -0.486 3.478 1.685  -0.79
40 C 0.804 2.368 -0.430  -0.57
41 C -4.407 -1.135 1.607  -0.50
42 H 4.931 -0.021 -1.178  0.40
43 H 5.316 -3.282 1.346  0.45
44 H -1.327 1.512 1.879  0.55
45 H 0.318 5.378 3.257  0.18
46 H 3.966 1.474 -1.129  0.41
47 H -4.928 -1.308 0.674  0.46
48 H 1.317 0.146 4.046  0.62
49 H -2.499 -0.661 4.923  0.44
50 H -0.528 -1.094 3.958  0.57
51 H -2.120 1.115 -3.731  0.17
52 H 0.482 -0.370 -4.380  -0.09
53 H -1.929 -4.501 -3.121  0.46
54 H 3.438 1.276 -3.850  0.31
55 H 1.944 -3.636 -1.266  0.42
56 H 4.272 -4.277 -0.684  0.44
57 H -0.653 1.808 -4.445  0.43
58 H 1.293 1.886 -1.270  0.50
59 H -5.688 1.842 -2.233  0.48
60 H -6.173 -0.984 2.791  0.45
61 H 0.537 7.030 2.797  0.23
62 H -0.409 -2.954 -4.410  0.28
63 H 3.675 -0.225 4.656  0.41
64 H -0.643 1.240 -2.777  -0.06
65 H 5.090 -1.741 3.322  0.45
66 H -5.972 0.927 -0.725  0.43
67 H -1.059 -0.566 -5.222  0.43
68 H 2.897 -0.264 -4.543  0.38
69 H -2.109 -2.488 -4.573  0.38
70 H -1.067 3.869 2.509  0.47
71 H -0.788 -3.677 -2.066  0.04
72 H 3.603 0.142 -0.018  0.08
73 H 4.505 -0.150 -3.821  0.38
74 H -2.472 -3.130 -2.143  0.15
75 H 1.678 4.302 -0.762  0.44

For the gap between HOMO and LUMO, the calculation gives 7.27 eV. The HOMO energy comes out at -0.379 hartree. The value obtained for the energy relative to the best compared isomer or geometry (same formula, charge and spin) is 12.21 kcal/mol. The calculation puts the calculated total energy at -3539.6376 Eh. As for the spin multiplicity: 1. Its total charge is +1.

***

Record 2
The following is a quantum chemistry calculation of 2 unconnected molecules or ions with the total composition C4H14N2O2 at a distorted geometry, from the OMol25 dataset.

Each line ends with the natural charge from an NBO analysis.
CARTESIAN COORDINATES (ANGSTROEM)
1 O 1.779 -0.054 -1.601  -0.74
2 O -2.558 2.309 1.012  -0.95
3 N -1.305 -0.969 -0.192  -0.84
4 N 0.614 -2.036 1.794  -0.85
5 C -0.002 -0.398 0.132  -0.08
6 C 0.487 0.416 -1.115  0.11
7 C 1.048 -1.426 0.511  -0.23
8 C 0.495 1.906 -0.868  -0.63
9 H -1.248 -1.318 -1.141  0.34
10 H 0.543 -1.337 2.492  0.35
11 H -0.125 0.387 0.881  0.18
12 H 2.037 -0.999 0.575  0.19
13 H 1.695 -0.165 -2.551  0.47
14 H 1.022 -2.216 -0.233  0.19
15 H -2.583 1.593 0.360  0.48
16 H -2.899 1.950 1.829  0.47
17 H -0.563 2.152 -0.728  0.22
18 H 0.887 2.525 -1.668  0.22
19 H 0.927 2.102 0.109  0.21
20 H -0.170 0.212 -1.955  0.15
21 H 1.258 -2.759 2.081  0.36
22 H -1.488 -1.829 0.323  0.37

For the gap between HOMO and LUMO, the calculation gives 10.12 eV. The HOMO energy comes out at -0.343 hartree. The value obtained for the energy relative to the best compared isomer or geometry (same formula, charge and spin) is 20.94 kcal/mol. The calculation puts the calculated total energy at -420.7717 Eh. As for the spin multiplicity: 1. Its total charge is 0.

***

Record 3
The following is a quantum chemistry calculation of C14H17N3O4 in the gas phase, from the OMol25 dataset.

Each line ends with the natural charge from an NBO analysis.
CARTESIAN COORDINATES (ANGSTROEM)
1 O -2.359 1.658 -0.350  -0.62
2 O 1.638 2.073 1.322  -0.52
3 O 1.015 0.653 2.980  -0.67
4 O -3.074 -2.409 0.353  -0.62
5 N -3.668 -2.277 -1.848  -0.62
6 N -0.515 1.841 1.793  -0.63
7 N -2.949 -0.432 -0.873  -0.48
8 C 4.191 -1.370 -1.156  -0.22
9 C 3.455 0.654 0.602  0.03
10 C 4.524 -0.055 -1.433  -0.21
11 C -3.210 -1.792 -0.670  0.79
12 C 4.153 0.953 -0.560  -0.23
13 C 3.013 1.747 1.540  -0.11
14 C -3.655 -1.332 -2.937  -0.22
15 C 0.734 1.434 2.103  0.89
16 C -2.480 0.508 0.015  0.72
17 C 3.489 -1.674 -0.001  -0.20
18 C -1.680 1.160 2.304  -0.22
19 C -3.280 -0.022 -2.232  -0.22
20 C 3.124 -0.668 0.875  -0.24
21 C -2.129 0.012 1.393  -0.52
22 H 4.480 -2.156 -1.838  0.21
23 H -0.645 2.377 0.947  0.42
24 H -4.637 -1.274 -3.416  0.20
25 H -2.419 0.477 -2.684  0.22
26 H -1.330 -0.728 1.304  0.25
27 H -2.914 -1.613 -3.694  0.19
28 H -3.859 -3.255 -1.973  0.42
29 H -2.988 -0.504 1.825  0.26
30 H -2.485 1.892 2.404  0.20
31 H -1.419 0.761 3.286  0.23
32 H 3.567 2.671 1.359  0.19
33 H 3.136 1.430 2.582  0.22
34 H 3.227 -2.699 0.218  0.21
35 H -4.108 0.692 -2.205  0.21
36 H 2.576 -0.900 1.777  0.24
37 H 4.409 1.980 -0.780  0.21
38 H 5.071 0.187 -2.332  0.21

For the gap between HOMO and LUMO, the calculation gives 9.78 eV. The HOMO energy comes out at -0.340 hartree. The value obtained for the energy relative to the best compared isomer or geometry (same formula, charge and spin) is 0.00 kcal/mol. The calculation puts the calculated total energy at -1009.0011 Eh. As for the spin multiplicity: 1. Its total charge is 0.

***

Record 4
The following is a quantum chemistry calculation of a gas-phase ion, C3H2N3O4 (charge -1) at a distorted geometry, from the OMol25 dataset.

Each line ends with the natural charge from an NBO analysis.
CARTESIAN COORDINATES (ANGSTROEM)
1 O -2.017 0.186 -1.756  -0.53
2 O -0.269 -2.391 -0.737  -0.71
3 O -2.652 1.073 0.058  -0.48
4 O 0.102 2.269 1.147  -0.47
5 N 1.393 0.383 0.639  -0.57
6 N -0.997 -0.276 0.099  -0.50
7 N -1.925 0.331 -0.527  0.62
8 C 0.533 1.222 0.955  0.89
9 C 1.278 -0.800 -0.121  -0.39
10 C -0.018 -1.224 -0.334  0.53
11 H 2.285 -1.440 -0.101  0.19
12 H 2.287 0.670 0.678  0.41

For the gap between HOMO and LUMO, the calculation gives 6.37 eV. The HOMO energy comes out at -0.123 hartree. The value obtained for the energy relative to the best compared isomer or geometry (same formula, charge and spin) is 153.40 kcal/mol. The calculation puts the calculated total energy at -580.5908 Eh. As for the spin multiplicity: 1. Its total charge is -1.